ORCA calculation (the ωB97M-V functional and the def2-TZVPD basis) on C10H40Fe2O22S3 as an isolated structure at a distorted geometry.

Summary:
- Kohn-Sham gap (spin up / spin down) (eV) = 8.9743 / 6.9629
- maximum force (eV/A) = 1.98
- E_tot (eV) = -157343.302
- lowest unoccupied orbital energy (spin up / spin down) (eV) = -0.1 / -2.1
- M (u) = 720.30

ORCA input file:
```
! wB97M-V def2-TZVPD RIJCOSX def2/J DEFGRID3
* xyz 0 11
Fe 1.151 0.029 -1.642
Fe 0.541 1.651 2.739
S 2.427 1.829 -0.015
O 1.905 1.880 1.356
O 1.319 1.953 -1.054
O 3.472 2.770 -0.236
O 2.762 0.419 -0.453
S -0.354 2.581 5.034
O -0.944 1.587 4.025
O 0.879 2.911 4.157
O -1.169 3.742 5.225
O 0.075 1.906 6.216
S -0.551 -0.508 0.442
O -1.659 -1.418 0.637
O 0.721 -1.200 0.023
O -0.673 0.313 -0.804
O -0.318 0.332 1.607
C -1.401 1.644 -4.239
O -0.560 1.493 -3.103
H -1.446 2.690 -4.550
H -0.975 1.080 -5.066
H -2.403 1.260 -4.037
H -1.016 1.922 -2.363
C -0.135 -4.164 -1.174
O 0.992 -4.115 -2.078
H 0.165 -4.760 -0.308
H -0.396 -3.167 -0.847
H -1.002 -4.659 -1.615
H 1.262 -5.038 -2.085
C 1.104 -0.873 4.227
O 1.738 0.266 3.614
H 1.745 -1.263 5.021
H 0.157 -0.573 4.660
H 0.970 -1.687 3.512
H 2.640 -0.007 3.387
C -0.294 -1.643 -4.337
O -0.015 -1.250 -3.014
H -1.262 -1.326 -4.730
H 0.478 -1.280 -5.015
H -0.272 -2.735 -4.421
H -0.804 -1.510 -2.486
C 4.019 -1.884 1.466
O 3.842 -0.636 2.092
H 4.846 -1.896 0.750
H 4.354 -2.649 2.189
H 3.075 -2.232 1.060
H 4.682 -0.272 2.384
C -2.338 4.031 -1.813
O -1.958 2.889 -1.037
H -2.847 4.765 -1.178
H -1.451 4.563 -2.149
H -2.992 3.767 -2.643
H -2.749 2.601 -0.568
C -2.638 -1.570 3.721
O -1.765 -2.511 3.130
H -3.572 -2.065 4.014
H -2.209 -1.122 4.619
H -2.909 -0.755 3.044
H -1.689 -2.306 2.195
C 3.683 -1.676 -2.625
O 2.412 -1.679 -1.964
H 4.323 -2.423 -2.151
H 3.547 -2.040 -3.646
H 4.148 -0.699 -2.577
H 2.192 -2.593 -1.712
C -0.960 4.407 1.900
O -0.585 3.084 1.535
H -0.745 4.568 2.954
H -0.391 5.169 1.362
H -2.036 4.547 1.775
H -0.776 2.934 0.596
C -3.413 -1.065 -2.389
O -2.437 -1.986 -1.973
H -3.256 -0.066 -1.965
H -3.426 -0.993 -3.476
H -4.448 -1.322 -2.127
H -2.388 -1.964 -1.004
*
```